1.
{
  "formula": "C31H22BrCl2F5N6O3TeV",
  "method": "ωB97M-V/def2-TZVPD",
  "species": ["V", "Cl", "C", "C", "C", "N", "C", "O", "C", "C", "C", "C", "C", "N", "C", "C", "C", "Cl", "N", "C", "O", "C", "C", "C", "C", "C", "N", "H", "H", "H", "H", "H", "H", "H", "H", "H", "H", "Br", "C", "C", "C", "C", "C", "C", "C", "C", "C", "C", "H", "H", "H", "H", "H", "H", "C", "N", "C", "C", "N", "H", "H", "H", "H", "H", "H", "F", "Te", "F", "F", "F", "F", "O"],
  "positions_angstrom": [[0.212, 0.710, -0.331], [-4.484, 1.093, -5.017], [-3.430, 0.129, -4.039], [-2.216, 0.631, -3.676], [-1.359, -0.108, -2.834], [-0.178, 0.371, -2.374], [0.597, 1.149, -3.206], [0.513, 1.232, -4.419], [1.752, 1.825, -2.481], [2.587, 2.687, -3.161], [3.630, 3.272, -2.464], [3.810, 2.955, -1.129], [2.921, 2.083, -0.524], [1.914, 1.530, -1.190], [-1.771, -1.421, -2.388], [-3.051, -1.911, -2.812], [-3.851, -1.158, -3.603], [-5.399, -1.788, -4.099], [-0.938, -2.129, -1.645], [-0.981, -3.482, -1.586], [-1.317, -4.233, -2.498], [-0.453, -4.089, -0.303], [-0.078, -5.431, -0.302], [0.362, -5.987, 0.884], [0.387, -5.197, 2.025], [-0.016, -3.874, 1.919], [-0.416, -3.324, 0.779], [-1.951, 1.635, -3.970], [2.363, 2.909, -4.194], [4.280, 3.986, -2.954], [4.601, 3.397, -0.540], [2.985, 1.837, 0.529], [-3.355, -2.899, -2.506], [-0.143, -5.992, -1.223], [0.677, -7.023, 0.923], [0.726, -5.588, 2.975], [-0.007, -3.219, 2.782], [2.219, -1.651, -0.774], [2.668, -1.718, 1.064], [3.537, -2.703, 1.438], [3.924, -2.822, 2.791], [3.432, -1.943, 3.706], [2.531, -0.914, 3.326], [2.041, -0.015, 4.303], [1.175, 0.972, 3.934], [0.752, 1.090, 2.594], [1.157, 0.242, 1.578], [2.098, -0.773, 1.975], [3.923, -3.389, 0.697], [4.605, -3.611, 3.085], [3.720, -2.012, 4.750], [2.372, -0.128, 5.330], [0.806, 1.677, 4.672], [0.070, 1.894, 2.338], [-3.671, 3.058, 1.185], [-3.198, 1.888, 1.926], [-2.683, 2.155, 3.258], [-2.596, 0.909, 1.269], [-2.099, 0.012, 0.740], [-4.511, 3.479, 1.742], [-3.965, 2.759, 0.184], [-2.874, 3.794, 1.067], [-3.463, 2.648, 3.842], [-1.803, 2.807, 3.224], [-2.412, 1.218, 3.742], [0.107, 5.068, -2.773], [-0.780, 3.553, -1.755], [0.830, 4.194, -0.645], [-1.639, 4.788, -0.624], [-2.124, 4.207, -3.101], [-2.527, 2.460, -1.462], [-0.546, 2.228, 0.027]],
  "mulliken_spin": [1.9796, 0.0197, 0.1255, -0.0496, 0.1983, 0.0754, 0.0196, 0.0445, -0.0053, -0.0097, 0.0110, -0.0043, 0.0400, -0.0049, 0.1358, 0.0601, -0.0123, 0.0017, 0.3231, -0.0339, 0.0882, 0.0085, -0.0024, 0.0012, -0.0011, 0.0052, 0.0046, -0.0003, 0.0004, 0.0011, -0.0003, -0.0096, -0.0036, 0.0004, -0.0001, -0.0001, -0.0002, 0.0128, -0.0128, 0.0085, -0.0081, 0.0072, -0.0243, 0.0333, -0.0186, 0.0704, -0.0236, -0.1094, 0.0008, -0.0006, 0.0000, 0.0020, -0.0011, 0.0172, 0.0017, 0.0004, 0.0030, 0.0225, 0.0202, -0.0002, 0.0000, 0.0004, 0.0002, -0.0008, -0.0011, 0.0009, 0.0233, 0.0032, -0.0001, 0.0007, -0.0017, -0.0324],
  "fmax_ev_per_a": 1.45,
  "multiplicity": 4,
  "charge": -2,
  "lumo_energy_ev": [4.034, 2.975],
  "e_above_lowest_kj_mol": 398.5
}

=====

2.
{
  "formula": "C16H13N4O2Ti",
  "method": "ωB97M-V/def2-TZVPD",
  "species": ["Ti", "N", "C", "C", "C", "C", "C", "N", "C", "C", "C", "C", "C", "N", "H", "H", "H", "H", "H", "H", "H", "H", "H", "O", "C", "O", "C", "C", "C", "C", "C", "N", "H", "H", "H", "H"],
  "positions_angstrom": [[-0.039, 0.078, 0.569], [1.242, -2.150, -1.326], [-0.043, -2.463, -0.928], [-0.608, -3.659, -1.372], [-1.876, -4.004, -0.960], [-2.598, -3.157, -0.102], [-2.016, -1.994, 0.293], [-0.751, -1.633, -0.120], [2.159, -1.197, -0.928], [3.478, -1.310, -1.370], [4.413, -0.387, -0.957], [4.043, 0.663, -0.100], [2.745, 0.744, 0.294], [1.798, -0.168, -0.120], [1.639, -2.840, -1.952], [-0.041, -4.315, -2.020], [-2.311, -4.940, -1.290], [-3.588, -3.417, 0.245], [-2.515, -1.302, 0.964], [3.760, -2.130, -2.019], [5.440, -0.482, -1.286], [4.765, 1.388, 0.248], [2.397, 1.523, 0.965], [-0.959, 1.675, 3.991], [-0.886, 1.548, 2.845], [-0.185, 0.342, 2.261], [-1.361, 2.361, 1.688], [-2.048, 3.535, 1.860], [-2.456, 4.228, 0.715], [-2.155, 3.715, -0.539], [-1.457, 2.522, -0.636], [-1.061, 1.846, 0.462], [-2.259, 3.897, 2.859], [-3.002, 5.159, 0.811], [-2.456, 4.227, -1.443], [-1.210, 2.098, -1.603]],
  "nbo_charge": [2.0124, -0.5443, 0.4233, -0.2367, -0.0205, -0.2131, 0.0667, -0.6370, 0.4232, -0.2367, -0.0205, -0.2131, 0.0669, -0.6365, 0.4525, 0.2714, 0.2836, 0.2898, 0.2358, 0.2714, 0.2836, 0.2898, 0.2360, -0.3070, 0.7608, -0.6461, 0.0640, -0.1367, -0.0384, -0.1855, 0.0936, -0.5706, 0.2980, 0.2879, 0.2900, 0.2418],
  "fmax_ev_per_a": 0.64,
  "charge": 3,
  "lumo_energy_ev": -12.572
}

=====

Please write out number 2 again, unchanged.
{
  "formula": "C16H13N4O2Ti",
  "method": "ωB97M-V/def2-TZVPD",
  "species": ["Ti", "N", "C", "C", "C", "C", "C", "N", "C", "C", "C", "C", "C", "N", "H", "H", "H", "H", "H", "H", "H", "H", "H", "O", "C", "O", "C", "C", "C", "C", "C", "N", "H", "H", "H", "H"],
  "positions_angstrom": [[-0.039, 0.078, 0.569], [1.242, -2.150, -1.326], [-0.043, -2.463, -0.928], [-0.608, -3.659, -1.372], [-1.876, -4.004, -0.960], [-2.598, -3.157, -0.102], [-2.016, -1.994, 0.293], [-0.751, -1.633, -0.120], [2.159, -1.197, -0.928], [3.478, -1.310, -1.370], [4.413, -0.387, -0.957], [4.043, 0.663, -0.100], [2.745, 0.744, 0.294], [1.798, -0.168, -0.120], [1.639, -2.840, -1.952], [-0.041, -4.315, -2.020], [-2.311, -4.940, -1.290], [-3.588, -3.417, 0.245], [-2.515, -1.302, 0.964], [3.760, -2.130, -2.019], [5.440, -0.482, -1.286], [4.765, 1.388, 0.248], [2.397, 1.523, 0.965], [-0.959, 1.675, 3.991], [-0.886, 1.548, 2.845], [-0.185, 0.342, 2.261], [-1.361, 2.361, 1.688], [-2.048, 3.535, 1.860], [-2.456, 4.228, 0.715], [-2.155, 3.715, -0.539], [-1.457, 2.522, -0.636], [-1.061, 1.846, 0.462], [-2.259, 3.897, 2.859], [-3.002, 5.159, 0.811], [-2.456, 4.227, -1.443], [-1.210, 2.098, -1.603]],
  "nbo_charge": [2.0124, -0.5443, 0.4233, -0.2367, -0.0205, -0.2131, 0.0667, -0.6370, 0.4232, -0.2367, -0.0205, -0.2131, 0.0669, -0.6365, 0.4525, 0.2714, 0.2836, 0.2898, 0.2358, 0.2714, 0.2836, 0.2898, 0.2360, -0.3070, 0.7608, -0.6461, 0.0640, -0.1367, -0.0384, -0.1855, 0.0936, -0.5706, 0.2980, 0.2879, 0.2900, 0.2418],
  "fmax_ev_per_a": 0.64,
  "charge": 3,
  "lumo_energy_ev": -12.572
}